[1]
111
Properties=species:S:1:pos:R:3:forces:R:3 method="wB97M-V/def2-TZVPD" lumo_ev=-4.20 charge=+1
C -0.84637 2.37362 -3.58647 3.65 -1.16 5.79
C -0.22889 2.06716 -2.46921 -1.90 0.72 -5.26
N 0.65756 1.55126 -1.39926 -0.20 -0.71 -1.83
C 0.78460 2.26354 -0.05928 -0.38 0.23 1.49
C 0.08588 1.30398 1.05262 0.85 -0.96 0.29
O -0.31217 2.01248 2.25966 0.61 -1.87 -0.84
C 1.35867 0.41384 -1.59700 1.09 -3.55 -1.52
N 2.26104 -0.29110 -0.65748 -1.79 0.69 -1.01
C 3.08401 -1.27229 -1.43742 1.27 0.64 0.03
C 4.46901 -0.48388 -1.68246 -0.40 0.73 0.46
S 5.84899 -1.61354 -2.23819 1.81 -4.61 4.24
O 6.83717 -1.74048 -1.07039 -2.57 1.76 -3.41
O 5.35321 -3.01217 -2.54129 0.24 4.06 -0.43
C 2.15671 -1.68904 -2.70304 1.22 -0.33 -0.49
C 2.86575 -1.87283 -4.12536 2.85 -0.44 -5.26
C 3.45059 -1.98455 -5.30457 -3.65 1.40 5.84
C 1.46459 -3.05361 -2.18946 0.03 -1.24 -0.64
C 0.18449 -3.52210 -3.03693 -3.36 1.42 -2.14
O -0.57617 -2.78965 -3.72658 4.09 -3.48 3.56
F -0.15382 -4.94020 -2.95347 1.35 3.63 0.09
N 1.34635 -0.43651 -2.83716 -1.99 2.46 3.21
H -1.27893 2.82004 -4.55702 0.76 -1.04 2.23
H 0.24941 3.28070 -0.09829 0.76 -1.74 -0.23
H 1.90086 2.43153 0.15433 -1.70 -0.37 -0.36
H -0.77164 0.72226 0.54105 0.93 1.16 0.79
H 0.85522 0.49095 1.39114 -1.15 1.48 -0.84
H -0.25558 1.30855 2.97459 -0.31 1.35 -0.98
H 1.69173 -0.91026 -0.05014 0.08 1.26 -0.01
H 3.24790 -2.12897 -0.68984 0.07 1.08 -1.56
H 4.34990 0.46571 -2.34587 0.17 -1.89 0.77
H 4.80140 -0.07782 -0.63940 -0.42 -0.89 -1.88
H 6.50500 -0.97622 -3.29142 -0.72 -0.40 0.45
H 3.78762 -1.87227 -6.41295 -0.59 -0.61 2.52
H 1.24031 -3.00792 -1.05138 -0.06 -0.08 -2.03
H 2.26886 -3.89268 -2.31019 -1.37 1.56 0.19
H 0.32143 -0.52728 -2.96761 0.75 -0.38 -1.15
O -1.45824 -0.59807 4.39168 0.55 0.03 0.24
S -1.52232 -0.55455 5.83359 -0.73 -0.20 1.11
O -0.43392 -0.05062 6.63093 -0.26 -0.27 -0.91
O -1.94024 -2.01783 6.38732 -0.22 1.11 -0.39
C -1.17153 -3.14660 5.97980 0.72 -0.84 -0.08
C 0.12600 -3.24667 6.75981 0.25 0.24 0.03
C -3.00444 0.29187 6.30807 -0.09 -0.19 -0.07
H -0.98426 -3.12162 4.90188 -0.10 0.17 0.06
H -1.77887 -4.03313 6.18071 -0.20 0.33 0.01
H 0.80074 -2.42517 6.50619 -0.05 -0.08 0.02
H 0.63820 -4.18606 6.53755 -0.12 0.03 0.01
H -0.06261 -3.18957 7.83500 -0.03 -0.09 -0.13
H -3.84349 -0.12700 5.75161 0.06 0.03 0.06
H -2.88235 1.34792 6.06366 0.13 -0.12 -0.02
H -3.15108 0.17259 7.38161 0.09 -0.03 -0.12
O -7.79859 1.51694 3.58578 0.52 -0.59 0.34
S -7.59255 0.28601 4.30598 -0.69 -0.67 0.03
O -6.37945 0.02804 5.04028 -0.27 0.44 -0.52
O -7.87575 -0.96089 3.31200 -0.25 0.68 0.86
C -7.18036 -1.01291 2.06934 0.66 -0.14 -0.83
C -5.75708 -1.50742 2.24880 0.25 0.12 0.23
C -8.97121 0.02223 5.38741 -0.04 -0.12 -0.08
H -7.20084 -0.03904 1.57046 -0.08 0.01 0.18
H -7.72453 -1.71352 1.43052 -0.19 0.11 0.31
H -5.15556 -0.78039 2.80057 -0.03 -0.05 -0.07
H -5.28140 -1.67363 1.27904 -0.12 0.00 0.03
H -5.73961 -2.44020 2.81873 -0.05 0.05 -0.13
H -9.89328 0.15688 4.82191 0.14 -0.01 0.01
H -8.91362 0.75690 6.19152 0.13 -0.01 -0.14
H -8.90986 -0.98565 5.79827 0.05 0.10 -0.08
O 4.86881 1.37628 0.93423 -0.39 0.17 0.36
S 5.44876 1.50982 2.25042 1.22 0.35 0.92
O 4.68135 1.27919 3.44675 -0.09 0.09 -1.03
O 6.17061 2.95438 2.36412 -0.08 -1.25 -0.27
C 5.41313 4.12224 2.05669 -0.63 0.97 0.05
C 4.50178 4.51235 3.20534 -0.24 -0.20 0.15
C 6.91832 0.52263 2.32548 0.05 0.12 -0.10
H 4.84626 3.98613 1.13042 0.11 -0.17 0.04
H 6.13042 4.92793 1.87974 0.15 -0.36 -0.01
H 3.70865 3.77344 3.34561 0.06 0.07 0.00
H 4.03227 5.48030 3.01354 0.12 -0.05 -0.03
H 5.06133 4.56743 4.14268 -0.01 0.07 -0.15
H 7.53282 0.73792 1.45117 -0.09 -0.01 0.08
H 6.61977 -0.52653 2.32473 -0.10 0.13 -0.02
H 7.45400 0.75709 3.24545 -0.13 0.03 -0.08
O -4.05865 6.19201 3.12148 -0.07 -0.33 -0.77
S -3.65922 5.44082 1.95947 0.06 -0.53 0.10
O -4.18840 5.72294 0.64958 0.13 0.05 0.77
O -3.83911 3.86056 2.26499 0.83 0.92 -0.20
C -5.10722 3.39356 2.72112 -1.15 -0.41 0.13
C -6.09669 3.26174 1.57910 -0.17 0.27 -0.27
C -1.88930 5.44458 1.86263 0.08 -0.11 0.07
H -5.49942 4.04127 3.51085 0.16 0.05 -0.10
H -4.94092 2.40830 3.16546 0.30 0.18 -0.03
H -6.36319 4.24164 1.17499 0.05 -0.08 0.03
H -7.01297 2.77557 1.91840 0.21 0.06 0.02
H -5.66714 2.67992 0.75849 0.02 -0.01 0.10
H -1.48237 5.17158 2.83632 -0.08 -0.01 -0.11
H -1.56929 6.45136 1.59117 -0.20 -0.04 0.02
H -1.57635 4.73469 1.09688 -0.11 0.04 0.10
O 2.32829 -1.52708 -10.01691 0.56 -0.55 0.39
S 2.53899 -2.76608 -9.31314 -0.70 -0.66 -0.49
O 3.75361 -3.03229 -8.58100 -0.34 0.54 -0.25
O 2.25652 -4.00042 -10.32093 -0.28 0.75 1.10
C 2.95065 -4.03701 -11.56626 0.76 -0.14 -0.97
C 4.37455 -4.53174 -11.39493 0.23 0.12 0.24
C 1.16150 -3.04541 -8.23314 -0.05 -0.15 -0.07
H 2.92810 -3.05761 -12.05351 -0.09 -0.01 0.20
H 2.40630 -4.73075 -12.21234 -0.20 0.11 0.33
H 4.97594 -3.81061 -10.83574 -0.04 -0.06 -0.08
H 4.84881 -4.68593 -12.36711 -0.12 0.00 0.05
H 4.39408 -5.47113 -10.83604 -0.05 0.05 -0.14
H 0.23863 -2.90532 -8.79596 0.14 -0.01 0.01
H 1.21856 -2.32057 -7.41982 0.10 -0.01 -0.12
H 1.22484 -4.05825 -7.83473 0.04 0.10 -0.07

=====

[2]
113
Properties=species:S:1:pos:R:3:forces:R:3 method="wB97M-V/def2-TZVPD" lumo_ev=-0.66 smiles="O=C1OC[C@@H](F)O1.C[N+](=O)[O-].C[N+](=O)[O-].C[N+](=O)[O-].C[N+](=O)[O-].O=S1(=O)CCCC1.O=S1(=O)CCCC1.O=S1(=O)CCCC1.O=S1(=O)CCCC1.O=S1(=O)CCCC1" charge=0
O -1.75755 -0.51457 -4.98964 4.17 -2.97 2.42
C -0.85060 -1.22790 -4.45857 -4.76 0.36 -1.11
O -1.08609 -2.51270 -3.95745 -0.01 0.75 -0.48
C 0.12019 -3.09628 -3.37368 0.43 2.37 -1.83
C 1.19045 -2.05197 -4.00616 -0.45 -1.00 1.43
F 1.71182 -2.34736 -5.21272 0.06 -1.13 -0.41
O 0.40696 -0.91123 -4.26449 0.77 0.88 0.41
H 0.06771 -3.02266 -2.28744 0.20 0.12 -0.20
H 0.26156 -4.12985 -3.68968 -0.10 0.23 -0.22
H 2.03018 -1.87615 -3.33383 -0.28 0.50 -0.03
C 0.89601 -0.49440 1.24398 0.08 -0.88 -1.45
N 0.90395 -0.39670 -0.23817 0.48 4.74 -2.66
O 0.59599 0.77631 -0.69379 0.85 -3.95 1.15
O 1.27986 -1.32737 -0.93460 -0.69 0.78 1.07
H 0.78449 0.49674 1.68364 -0.32 -0.44 -0.14
H 1.86299 -0.95894 1.43701 -0.29 -0.17 0.53
H 0.06206 -1.19619 1.25528 -0.02 0.08 1.56
C -0.78552 3.17462 -3.52698 -0.48 -0.11 1.11
N -1.10904 2.88847 -2.08249 0.51 1.25 2.70
O -0.71009 3.70006 -1.17556 -0.71 -1.72 -2.89
O -1.74730 1.90365 -1.81390 -0.17 -0.01 -0.29
H -1.32626 4.10590 -3.69559 0.66 0.19 -0.29
H -1.22472 2.38663 -4.13876 0.30 -0.09 0.21
H 0.30415 3.19984 -3.51810 -0.22 0.37 -0.53
C 0.14035 2.85753 4.79392 -1.61 0.22 1.14
N 0.94144 3.85612 5.56812 0.67 1.27 1.15
O 2.00177 3.41188 6.00798 -0.73 0.41 -0.37
O 0.53384 5.01103 5.80300 0.38 -2.63 -0.99
H -0.22294 3.27141 3.85327 0.74 -0.25 -0.21
H -0.78168 2.71471 5.35746 -0.25 0.55 0.25
H 0.55575 1.85953 4.93372 0.73 0.48 -1.02
C 1.00707 -1.30667 5.64023 0.38 0.00 0.86
N -0.40926 -1.05579 5.25013 3.02 1.53 -5.16
O -0.56315 -0.64714 4.06266 0.25 -0.58 1.66
O -1.26390 -1.20213 6.00829 -2.86 -0.65 2.92
H 1.43305 -0.39956 6.06895 -0.41 0.24 0.04
H 1.65961 -1.54592 4.80056 -0.61 -0.35 -0.01
H 0.95300 -2.03594 6.44853 0.28 -0.16 -0.32
O -1.82121 5.44371 2.98871 -0.05 -0.09 -0.03
S -3.03297 5.30137 2.22668 -2.86 0.68 -2.03
O -3.52152 6.39122 1.30906 1.19 -2.10 2.36
C -3.09210 3.75471 1.16639 4.48 3.73 -2.12
C -4.06467 2.86853 1.60136 -3.31 -2.78 2.11
C -5.18686 3.71896 2.27291 0.02 0.72 0.54
C -4.52650 4.71755 3.28681 1.00 -0.21 -1.14
H -2.06932 3.41408 1.00517 0.18 -0.37 0.82
H -3.23064 4.10091 0.14216 -0.67 0.61 0.13
H -4.42173 2.27398 0.76045 -0.41 0.09 -0.02
H -3.67029 2.11892 2.28740 -0.02 0.05 0.41
H -5.98712 3.17831 2.77827 0.23 -0.35 -0.06
H -5.66649 4.30164 1.48644 -0.03 0.13 -0.02
H -4.18981 4.24783 4.21099 0.44 -0.35 -0.27
H -5.09615 5.57558 3.64371 -0.14 0.09 -0.74
O 2.08252 -6.02794 0.90504 -0.06 1.01 0.57
S 1.11115 -5.19766 0.22233 -1.49 -3.72 1.58
O 1.53876 -4.35330 -0.81004 1.02 2.44 -1.91
C -0.04327 -6.37230 -0.49771 -1.27 0.89 -0.25
C -1.41031 -5.72792 -0.25347 0.11 0.89 0.72
C -1.37118 -5.31880 1.23756 -0.45 0.69 -0.59
C -0.12771 -4.39467 1.33732 1.02 -1.37 0.19
H -0.03763 -7.32152 0.03804 0.61 -0.07 -0.47
H 0.21039 -6.32043 -1.55652 0.12 -0.85 0.07
H -1.47204 -4.77323 -0.77584 -0.16 -0.07 -0.50
H -2.30338 -6.30549 -0.49212 0.30 -0.23 -0.08
H -1.44733 -6.22408 1.83987 0.80 0.17 0.39
H -2.25260 -4.73290 1.49816 -0.04 0.04 -0.07
H 0.42472 -4.41445 2.27675 -0.41 0.30 0.25
H -0.29899 -3.38467 0.96494 -0.13 -0.17 0.06
O 4.50564 -1.45389 -3.77003 1.33 -0.04 0.96
S 5.68767 -1.69560 -2.93211 -0.34 -1.83 0.35
O 6.91362 -2.23862 -3.50073 -0.62 1.29 -0.06
C 5.91230 -0.24304 -1.79922 0.59 -0.57 -0.57
C 5.21195 -0.65945 -0.52544 0.01 -0.33 0.38
C 5.43372 -2.19588 -0.29333 0.44 0.98 1.38
C 5.28337 -2.96256 -1.57379 -1.21 1.08 -0.80
H 5.65666 0.69419 -2.29354 -0.57 -0.30 -0.05
H 6.97399 -0.13823 -1.57573 0.16 -0.39 -0.19
H 5.61825 -0.04636 0.27901 0.10 -0.26 0.22
H 4.13663 -0.48688 -0.48071 -0.10 0.13 -0.59
H 4.76385 -2.42917 0.53429 -0.47 -0.58 -0.41
H 6.39326 -2.42333 0.17103 0.40 0.40 -0.31
H 4.23830 -3.20773 -1.76309 -0.08 -0.05 -0.02
H 5.87015 -3.87716 -1.65917 0.24 0.46 -0.24
O 6.49629 5.24833 -1.69571 -3.12 1.00 -0.03
S 4.99474 5.32521 -1.62357 1.03 -2.58 1.47
O 4.27696 6.08993 -0.57292 1.36 -0.18 -2.41
C 4.30661 5.30210 -3.34741 0.02 -0.41 0.68
C 4.09729 3.76414 -3.78062 1.35 0.97 0.67
C 3.66578 3.00324 -2.54029 -0.85 1.31 1.77
C 4.45497 3.60344 -1.32778 0.43 -0.69 -0.03
H 4.99675 5.94446 -3.89438 -0.19 -0.35 -0.42
H 3.34058 5.79033 -3.21885 -0.07 0.02 -0.27
H 3.41845 3.71924 -4.63224 -0.02 -0.06 0.18
H 5.02283 3.24386 -4.02716 0.37 0.76 -0.66
H 3.79106 1.92059 -2.52360 0.06 0.09 -0.53
H 2.60821 3.20469 -2.36979 -0.18 -0.15 0.19
H 5.38494 3.06008 -1.16042 0.22 0.00 -0.31
H 3.97528 3.56164 -0.34990 -0.48 0.21 -0.29
O -3.45558 -2.64598 -0.45969 0.87 -0.42 -0.24
S -4.66033 -2.89835 0.26800 -2.24 2.35 -0.06
O -4.73166 -3.93626 1.25883 -0.05 -0.38 -0.12
C -5.26538 -1.33208 0.97558 0.58 -0.71 0.13
C -6.78889 -1.29011 0.84594 -0.79 0.85 1.20
C -7.28126 -2.15287 -0.31772 -0.67 -0.04 -0.51
C -6.08074 -2.88267 -0.87144 0.24 -1.00 -1.01
H -4.84981 -0.55088 0.33908 0.25 -0.11 0.05
H -4.80164 -1.29214 1.96120 -0.40 0.29 0.15
H -7.38751 -1.47657 1.73757 0.60 -0.71 0.37
H -7.01159 -0.22693 0.75557 -0.18 0.05 -0.73
H -7.80709 -1.57925 -1.08098 0.98 0.77 -0.44
H -8.14759 -2.80828 -0.22819 0.37 -0.56 1.59
H -5.78524 -2.31084 -1.75109 0.68 -0.49 -0.05
H -6.26751 -3.92943 -1.11126 -0.08 0.09 -0.31

=====

no.,gap between HOMO and LUMO (Ha)
1,0.29664
2,0.34680